(1)
DFT (ωB97M-V with the def2-TZVPD basis set) results for a single C5H9NO2 molecule in a non-equilibrium geometry.

```
17
C5H9NO2 (ωB97M-V with the def2-TZVPD basis set)
C 1.2069 0.2884 -1.0036
C 0.1234 0.2663 0.0915
C 0.4230 1.4382 1.0487
C -1.2839 0.4608 -0.4340
C -2.2334 -0.4286 -0.3968
O -3.0782 -1.2414 -0.3397
O 0.2134 -0.9458 0.8852
N 0.1743 -2.1413 0.0366
H 1.1722 -0.5893 -1.6567
H 2.2038 0.2877 -0.5436
H 1.1276 1.1768 -1.6392
H -0.4581 1.7222 1.6364
H 0.7430 2.3314 0.4969
H 1.2096 1.1769 1.7646
H -1.5785 1.4692 -0.7000
H -0.7684 -2.5018 0.2157
H 0.8033 -2.7698 0.5381
```

Values from the calculation:
**Relative energy (zero: lowest compared OMol25 entry of this formula, charge and spin)**: 74.3 kcal/mol
**Orbital gap**: 9.80 eV
**Energy**: -10913.3516 eV
**Spin multiplicity**: 1
**E_HOMO**: -8.94 eV
**LUMO level**: 0.86 eV

Mulliken atomic charge list, values in e, 4 entries: C -1.50; C 1.87; C -1.69; C -1.12

---

(2)
DFT (ωB97M-V with the def2-TZVPD basis set) results for 2 unconnected molecules or ions with the total composition C5H9NO2 in a non-equilibrium geometry.

```
17
C5H9NO2 (ωB97M-V with the def2-TZVPD basis set)
C -2.2731 -0.5944 -0.9572
C -1.1776 -0.4437 0.0657
C -0.9941 0.9289 0.6908
O -0.6010 -1.3957 0.4993
H -2.2698 0.1124 -1.7969
H -2.1557 -1.6588 -1.4634
H -3.3208 -0.6036 -0.5580
H 0.0793 0.8240 1.0432
H -1.7888 1.1087 1.3629
H -1.2495 1.7137 -0.0212
N 2.4408 1.6670 1.0660
C 2.4777 0.6588 0.3806
C 1.9512 -0.4186 -0.1724
O 2.5031 -1.6750 0.0505
H 3.1311 2.3819 0.8931
H 1.4164 -0.2600 -1.0979
H 1.8308 -2.3457 0.0150
```

Values from the calculation:
**Relative energy (zero: lowest compared OMol25 entry of this formula, charge and spin)**: 79.3 kcal/mol
**Orbital gap**: 9.03 eV
**Energy**: -10913.1381 eV
**Spin multiplicity**: 1
**E_HOMO**: -8.32 eV
**LUMO level**: 0.71 eV

Mulliken atomic charge list, values in e, 4 entries: C -1.18; C 0.81; C -0.96; O -0.54

---

(3)
DFT (ωB97M-V with the def2-TZVPD basis set) results for a single C5H9NO2 molecule in a non-equilibrium geometry.

```
17
C5H9NO2 (ωB97M-V with the def2-TZVPD basis set)
C -0.9642 1.2568 0.1589
N 0.6629 1.4736 -1.4376
C 0.8833 -0.3439 0.7745
C -0.5975 -0.1495 0.9689
C 1.4679 -1.4892 0.4667
C -1.4656 -1.2205 0.5834
O -0.6300 1.2026 -1.1599
O 0.8832 0.9621 -2.7080
H 1.7857 1.2368 -2.9091
H -0.4182 2.0363 0.6953
H -2.0401 1.4084 0.2130
H 1.4870 0.5406 0.9343
H -0.7845 0.1571 2.0044
H 2.5368 -1.5594 0.3468
H 0.9039 -2.3956 0.3160
H -2.3966 -1.3759 1.0977
H -1.3141 -1.7400 -0.3455
```

Values from the calculation:
**Relative energy (zero: lowest compared OMol25 entry of this formula, charge and spin)**: 164.0 kcal/mol
**Orbital gap (spin up / spin down)**: 8.82 / 8.27 eV
**Energy**: -10909.4628 eV
**Spin multiplicity**: 1
**E_HOMO (spin up / spin down)**: -8.03 / -8.10 eV
**LUMO level (spin up / spin down)**: 0.79 / 0.17 eV

Mulliken atomic charge list, values in e, 4 entries: C -0.55; N -0.31; C -0.30; C 0.63

---

(4)
DFT (ωB97M-V with the def2-TZVPD basis set) results for a single C5H9NO2 molecule.

```
17
C5H9NO2 (ωB97M-V with the def2-TZVPD basis set)
C -0.6033 -0.8572 -0.0523
C -1.5907 0.0958 -0.4419
C 0.1499 -1.6897 -1.0182
C 1.1405 0.6960 0.2145
N 1.5356 0.7627 1.4992
C -0.6374 1.2592 0.2185
O 1.8428 0.6134 -0.7667
O -0.9653 1.6568 1.3573
H -0.5478 -1.0985 1.0027
H 0.8364 1.1233 2.1419
H 2.5128 0.9202 1.6957
H -0.3831 1.8998 -0.6370
H -2.5099 0.1482 0.1319
H -1.7421 0.2042 -1.5129
H 0.4297 -1.1093 -1.8987
H 1.0479 -2.1263 -0.5856
H -0.5162 -2.4986 -1.3484
```

Values from the calculation:
**Relative energy (zero: lowest compared OMol25 entry of this formula, charge and spin)**: 81.0 kcal/mol
**Orbital gap (spin up / spin down)**: 7.81 / 7.81 eV
**Energy**: -10913.0644 eV
**Spin multiplicity**: 1
**E_HOMO (spin up / spin down)**: -8.15 / -8.15 eV
**LUMO level (spin up / spin down)**: -0.33 / -0.33 eV

Mulliken atomic charge list, values in e, 4 entries: C 0.28; C -0.64; C -1.25; C 0.16

---

Among the records above, which one has the lowest relative energy (zero: lowest compared OMol25 entry of this formula, charge and spin)? number 1

---

Among the records above, which one has the lowest relative energy (zero: lowest compared OMol25 entry of this formula, charge and spin)? number 1

---

What did the second record say?
DFT (ωB97M-V with the def2-TZVPD basis set) results for 2 unconnected molecules or ions with the total composition C5H9NO2 in a non-equilibrium geometry.

```
17
C5H9NO2 (ωB97M-V with the def2-TZVPD basis set)
C -2.2731 -0.5944 -0.9572
C -1.1776 -0.4437 0.0657
C -0.9941 0.9289 0.6908
O -0.6010 -1.3957 0.4993
H -2.2698 0.1124 -1.7969
H -2.1557 -1.6588 -1.4634
H -3.3208 -0.6036 -0.5580
H 0.0793 0.8240 1.0432
H -1.7888 1.1087 1.3629
H -1.2495 1.7137 -0.0212
N 2.4408 1.6670 1.0660
C 2.4777 0.6588 0.3806
C 1.9512 -0.4186 -0.1724
O 2.5031 -1.6750 0.0505
H 3.1311 2.3819 0.8931
H 1.4164 -0.2600 -1.0979
H 1.8308 -2.3457 0.0150
```

Values from the calculation:
**Relative energy (zero: lowest compared OMol25 entry of this formula, charge and spin)**: 79.3 kcal/mol
**Orbital gap**: 9.03 eV
**Energy**: -10913.1381 eV
**Spin multiplicity**: 1
**E_HOMO**: -8.32 eV
**LUMO level**: 0.71 eV

Mulliken atomic charge list, values in e, 4 entries: C -1.18; C 0.81; C -0.96; O -0.54